The following is a DFT calculation (ωB97M-V/def2-TZVPD) of a 4-piece molecular cluster, C3H14O3S overall.

Summary:
multiplicity: 1
LUMO: 0.342 eV
net charge: 0
E_HOMO: -8.9 eV
SMILES string: CCCS.O.O.O

```
21
Properties=species:S:1:pos:R:3:forces:R:3:lowdin_charge:R:1
C -0.707904 -2.368415 0.032820 0.19 -0.31 -0.34 -0.116
C -1.573614 -1.194650 0.452187 0.28 0.09 0.10 -0.342
C -1.252884 0.019774 -0.408442 -0.68 0.05 0.24 -0.575
S -2.208204 1.478509 0.144444 0.12 0.07 0.20 0.690
H -0.925041 -3.308031 0.552845 -0.10 0.27 -0.01 0.076
H 0.336307 -2.127344 0.209914 0.17 -0.08 0.08 0.043
H -0.768309 -2.550839 -1.046631 -0.18 -0.04 0.13 0.079
H -2.642057 -1.425259 0.433607 0.10 0.07 -0.09 0.101
H -1.306078 -0.910071 1.470056 -0.22 -0.16 0.25 0.098
H -1.513785 -0.152443 -1.447049 0.24 -0.05 -0.15 0.076
H -0.202123 0.266818 -0.311400 0.20 -0.03 -0.24 0.035
H -2.803310 1.739278 -1.014501 -0.11 0.07 -0.19 -0.168
H 1.965456 2.317678 -0.148049 0.50 -0.13 -0.02 0.064
H 3.516046 2.108800 -0.140652 -0.06 0.13 0.19 0.052
O 2.693270 1.792112 -0.517223 -0.56 -0.05 -0.20 -0.047
H 2.831888 -1.168724 -2.081999 0.08 0.15 0.01 0.038
H 2.193323 0.012427 -1.303280 0.33 0.11 -0.15 -0.013
O 2.051023 -0.898135 -1.594495 -0.34 -0.15 0.21 -0.060
H 1.554141 -0.495443 1.028925 0.01 0.01 0.18 -0.011
H 2.766527 -0.842061 1.842728 -0.08 0.04 0.15 0.041
O 1.881247 -0.470832 1.939941 0.10 -0.07 -0.36 -0.061
```
Positions in Å, forces in eV/Å.